{
  "formula": "C22H20BrFN2O4S",
  "method": "wB97M-V/def2-TZVPD",
  "species": ["O", "C", "N", "C", "C", "N", "C", "C", "C", "C", "C", "C", "H", "H", "F", "H", "H", "C", "C", "H", "H", "H", "H", "H", "H", "H", "H", "C", "C", "C", "C", "C", "H", "H", "S", "O", "O", "C", "C", "C", "C", "C", "C", "H", "H", "Br", "H", "H", "O", "H", "H"],
  "xyz": [[-1.1199, -2.3931, 2.2223], [-0.7971, -1.8902, 1.1543], [0.4787, -1.5154, 0.9000], [0.9906, -0.7059, -0.1840], [1.5168, 0.6188, 0.3980], [2.5352, 0.4062, 1.3996], [3.8740, 0.3025, 1.0435], [4.8554, 0.2819, 2.0436], [6.1983, 0.2333, 1.7341], [6.5841, 0.2178, 0.4063], [5.6478, 0.2576, -0.6073], [4.3034, 0.2959, -0.2884], [3.5939, 0.3162, -1.0995], [5.9697, 0.2497, -1.6367], [7.9006, 0.1684, 0.0966], [6.9461, 0.2180, 2.5110], [4.5690, 0.3283, 3.0822], [2.0053, -0.4088, 2.4736], [1.4779, -1.7437, 1.9265], [2.3088, -2.3082, 1.4881], [1.0144, -2.3284, 2.7221], [1.1837, 0.1366, 2.9498], [2.7684, -0.6092, 3.2219], [1.8872, 1.2641, -0.3966], [0.6867, 1.1368, 0.8937], [0.2384, -0.4980, -0.9392], [1.8170, -1.2500, -0.6556], [-1.8375, -1.7147, 0.1222], [-3.1891, -1.8725, 0.3082], [-3.7961, -1.6305, -0.9410], [-2.7777, -1.3614, -1.8159], [-2.7500, -0.8578, -3.1970], [-2.0080, -1.3525, -3.8185], [-3.7259, -0.8590, -3.6680], [-2.1828, 0.9024, -3.0460], [-0.7829, 0.9027, -2.7228], [-2.6166, 1.6271, -4.2057], [-3.0991, 1.4603, -1.6024], [-2.4478, 1.5798, -0.3902], [-3.1685, 1.9164, 0.7418], [-4.5336, 2.1318, 0.6262], [-5.1859, 2.0351, -0.5951], [-4.4565, 1.6920, -1.7194], [-4.9256, 1.6148, -2.6873], [-6.2467, 2.2215, -0.6594], [-5.5346, 2.5726, 2.1734], [-2.6833, 2.0058, 1.7013], [-1.3836, 1.4109, -0.3527], [-1.5945, -1.4132, -1.1743], [-4.8416, -1.6656, -1.1682], [-3.6667, -2.1269, 1.2311]],
  "total_charge": 0,
  "e_above_lowest_ev": 0.0000,
  "smiles": "O=C(c1ccc(CS(=O)(=O)c2ccc(Br)cc2)o1)N1CCN(c2ccc(F)cc2)CC1",
  "gap_ev": 7.808
}


{
  "formula": "C14H14ClI2N2O4RuSSe3Te",
  "method": "wB97M-V/def2-TZVPD",
  "species": ["Ru", "I", "C", "C", "C", "I", "C", "O", "C", "C", "N", "C", "C", "C", "C", "C", "C", "N", "C", "H", "H", "H", "H", "H", "H", "H", "H", "H", "H", "H", "Se", "Se", "Te", "Se", "Cl", "C", "S", "O", "O", "O", "H", "H", "H"],
  "xyz": [[0.6733, -1.0399, -0.4567], [0.8270, 6.7604, 0.4863], [1.1259, 4.6614, 0.5643], [2.3974, 4.1522, 0.7342], [2.5245, 2.7905, 0.8250], [4.4284, 1.9419, 1.1627], [1.4527, 1.8639, 0.7696], [1.6891, 0.6208, 0.8883], [0.1608, 2.4618, 0.6405], [-1.1189, 1.6664, 0.6234], [-0.9561, 0.2757, 0.9968], [-2.2092, -0.3889, 1.3087], [-1.9888, -1.8762, 1.3508], [-3.0424, -2.7503, 1.1196], [-2.7983, -4.1119, 1.1552], [-1.5038, -4.5415, 1.4154], [-0.5088, -3.5970, 1.6095], [-0.7362, -2.2860, 1.5853], [0.0278, 3.8280, 0.5097], [3.2681, 4.7895, 0.7971], [-1.5639, 1.7020, -0.3846], [-1.8425, 2.1600, 1.3047], [-0.3229, 0.2060, 1.7995], [-2.9469, -0.1695, 0.5249], [-2.6222, -0.0454, 2.2772], [-4.0099, -2.3488, 0.8676], [-3.5877, -4.8174, 0.9409], [-1.2665, -5.5938, 1.4346], [0.5220, -3.8831, 1.7780], [-0.9640, 4.2402, 0.3722], [-1.1462, -0.5464, -2.2595], [-3.4010, -0.5410, -2.1211], [-2.4373, -4.1184, -2.4754], [-0.6327, -2.6489, -1.5839], [2.3266, -2.6771, -0.0397], [3.4059, 0.5985, -2.3125], [1.6936, 0.3867, -2.8203], [1.5538, 0.9406, -4.1419], [1.4756, -1.0634, -2.7879], [0.8986, 1.0853, -1.8032], [4.0380, 0.1087, -3.0428], [3.5202, 0.1413, -1.3344], [3.5967, 1.6631, -2.2778]],
  "total_charge": -2,
  "spin_multiplicity": 2,
  "e_above_lowest_ev": 3.7354,
  "gap_ev": [4.963, 4.980]
}


{
  "formula": "CH6OS",
  "method": "wB97M-V/def2-TZVPD",
  "species": ["S", "C", "H", "H", "H", "H", "O", "H", "H"],
  "xyz": [[0.5945, 1.3545, -0.9468], [0.0000, 0.0000, 0.0000], [-0.6150, 1.6534, -1.4667], [-0.9499, 0.2359, 0.5086], [0.7048, -0.4093, 0.7432], [-0.1924, -0.7714, -0.7646], [0.0846, 4.9575, -0.1951], [0.4066, 4.4802, 0.6029], [0.8357, 4.9149, -0.8294]],
  "total_charge": 0,
  "e_above_lowest_ev": 0.2142,
  "smiles": "CS.O",
  "gap_ev": 9.869
}